DFT (wB97M-V/def2-TZVPD) results for the molecule C15H15F2N3S.

Results
- LUMO energy: 0.7 eV
- Orbital gap: 9.06 eV
- Charge: 0
- Spin multiplicity: 1

Structure (XYZ):
```
36
C15H15F2N3S | the OMol25 dataset | wB97M-V/def2-TZVPD
C -1.95 -0.64 -2.51
C -0.93 -1.01 -1.48
C -1.22 -1.96 -0.50
C -0.28 -2.31 0.44
C 0.99 -1.74 0.46
C 1.28 -0.79 -0.52
C 0.33 -0.44 -1.48
H 0.60 0.29 -2.22
N 2.57 -0.19 -0.58
C 2.97 1.00 -0.09
S 4.38 1.69 -0.58
N 2.24 1.66 0.86
N 1.13 1.20 1.54
C -0.14 1.37 1.03
C -0.43 2.25 -0.02
C -1.72 2.41 -0.48
C -2.74 1.68 0.10
C -2.51 0.81 1.15
C -1.21 0.67 1.59
F -0.95 -0.19 2.61
H -3.31 0.25 1.60
F -4.00 1.82 -0.36
H -1.94 3.08 -1.29
H 0.38 2.80 -0.47
H 1.26 0.40 2.15
H 2.67 2.50 1.20
H 3.18 -0.53 -1.32
C 1.99 -2.15 1.49
H 1.56 -2.09 2.49
H 2.89 -1.54 1.45
H 2.28 -3.19 1.33
H -0.53 -3.04 1.20
H -2.20 -2.42 -0.48
H -2.15 -1.49 -3.16
H -1.60 0.19 -3.12
H -2.88 -0.36 -2.04
```

DFT (wB97M-V/def2-TZVPD) results for a cluster of 5 separate species, C15H15F5O15 in total in a non-equilibrium geometry.

Results
- LUMO energy: 0.2 eV
- ΔE to the lowest compared entry with this formula, charge and spin: 6.6 kJ/mol
- Orbital gap: 11.47 eV
- Charge: 0
- Spin multiplicity: 1

Structure (XYZ):
```
50
C15H15F5O15 | the OMol25 dataset | wB97M-V/def2-TZVPD
C -0.23 -20.93 -25.36
C -0.41 -21.91 -24.20
O -1.35 -22.83 -24.72
C -1.45 -22.67 -26.07
O -2.19 -23.27 -26.77
O -0.57 -21.73 -26.48
F -0.95 -21.32 -23.11
H 0.77 -20.52 -25.48
H -0.94 -20.10 -25.25
H 0.48 -22.44 -23.87
C -2.59 -25.12 -33.02
C -1.74 -24.84 -31.78
O -0.63 -24.20 -32.30
C -0.49 -24.53 -33.63
O 0.47 -24.30 -34.28
O -1.61 -25.15 -34.06
F -1.36 -26.01 -31.18
H -3.27 -24.28 -33.17
H -3.10 -26.08 -32.99
H -2.25 -24.22 -31.04
C -1.26 -26.58 -25.02
C -1.73 -27.27 -23.75
O -2.97 -27.81 -24.11
C -3.40 -27.25 -25.27
O -4.43 -27.48 -25.79
O -2.47 -26.38 -25.74
F -1.91 -26.34 -22.76
H -0.56 -27.17 -25.62
H -0.83 -25.61 -24.78
H -1.12 -28.06 -23.33
C 0.12 -25.75 -28.36
C 1.54 -25.57 -27.86
O 2.14 -26.80 -28.06
C 1.20 -27.74 -28.38
O 1.45 -28.88 -28.59
O -0.02 -27.18 -28.41
F 1.57 -25.27 -26.51
H -0.08 -25.36 -29.35
H -0.66 -25.35 -27.71
H 2.04 -24.75 -28.37
C 4.09 -21.16 -28.24
C 3.36 -22.05 -27.23
O 2.23 -22.48 -27.94
C 2.34 -22.15 -29.26
O 1.53 -22.47 -30.07
O 3.48 -21.48 -29.49
F 2.99 -21.36 -26.12
H 5.16 -21.33 -28.29
H 3.87 -20.12 -28.01
H 3.93 -22.92 -26.92
```

DFT (wB97M-V/def2-TZVPD) results for a structure of composition C15H15MnN4O2S in a non-equilibrium geometry.

Results
- LUMO energy (spin up / spin down): -3.8 / -4.0 eV
- Orbital gap (spin up / spin down): 8.13 / 7.96 eV
- Charge: +1
- Spin multiplicity: 6
- <S²>: 8.758

Structure (XYZ):
```
38
C15H15MnN4O2S | the OMol25 dataset | wB97M-V/def2-TZVPD
Mn -0.99 1.09 0.46
C -1.54 -1.27 -3.27
C -1.49 -0.78 -1.86
N -2.03 0.31 -1.42
N -2.77 1.18 -2.14
C -3.14 2.35 -1.57
N -3.89 3.20 -2.28
S -2.70 2.76 0.01
C -0.73 -1.51 -0.84
C 0.14 -2.56 -1.13
C 0.87 -3.15 -0.11
C 0.69 -2.70 1.19
C -0.21 -1.67 1.42
N -0.88 -1.06 0.44
H -2.21 -0.70 -3.91
H -1.85 -2.31 -3.31
H -0.54 -1.20 -3.71
H -3.02 0.98 -3.10
H -4.21 3.01 -3.22
H -4.14 4.07 -1.85
H 0.28 -2.88 -2.15
H 1.56 -3.94 -0.33
H 1.23 -3.13 2.02
H -0.42 -1.32 2.42
O 2.30 -0.05 -1.03
C 1.68 0.66 -0.27
O 0.60 1.30 -0.59
C 2.08 0.80 1.18
C 3.24 0.16 1.61
C 3.58 0.18 2.95
C 2.78 0.84 3.86
C 1.64 1.51 3.44
C 1.28 1.48 2.10
H 3.86 -0.34 0.88
H 4.48 -0.32 3.27
H 3.05 0.86 4.91
H 1.04 2.06 4.15
H 0.41 2.09 1.78
```

DFT (wB97M-V/def2-TZVPD) results for a structure of composition C15H15N2O8ReS2.

Results
- LUMO energy (spin up / spin down): -5.9 / -5.9 eV
- ΔE to the lowest compared entry with this formula, charge and spin: 13.1 kJ/mol
- Orbital gap (spin up / spin down): 6.94 / 6.95 eV
- Charge: +1
- Spin multiplicity: 2
- <S²>: 0.763

Structure (XYZ):
```
43
C15H15N2O8ReS2 | the OMol25 dataset | wB97M-V/def2-TZVPD
Re -0.83 -1.21 2.33
O -3.26 2.53 -1.48
C -3.45 2.96 -0.24
O -4.03 3.97 0.03
C -2.88 2.12 0.86
C -2.96 2.46 2.21
N -2.33 1.51 2.91
N -1.83 0.57 2.10
C -2.17 0.92 0.85
C -1.77 -0.08 -0.18
O -1.92 0.12 -1.37
O -1.26 -1.16 0.35
H -2.78 1.68 -1.54
H -3.43 3.31 2.67
H -2.18 1.45 3.91
O -0.77 -4.02 4.99
S -0.79 -3.00 4.02
O 0.05 -3.14 2.77
O -0.48 -1.58 4.42
S -2.57 -2.54 2.98
C 1.57 -0.82 -4.51
C 1.70 -0.60 -3.05
C 1.56 -1.66 -2.15
C 1.64 -1.47 -0.79
C 1.62 -2.66 0.11
C 1.84 -0.13 -0.30
C 1.59 0.25 1.02
O 0.90 -0.39 1.88
C 2.12 0.94 -1.22
C 2.44 2.34 -0.78
C 2.00 0.68 -2.56
H 1.26 -1.83 -4.74
H 2.54 -0.63 -5.00
H 0.86 -0.12 -4.94
H 1.41 -2.66 -2.54
H 2.25 -3.43 -0.32
H 0.61 -3.06 0.19
H 1.99 -2.45 1.11
H 1.95 1.21 1.37
H 3.00 2.39 0.15
H 1.54 2.94 -0.68
H 3.06 2.80 -1.55
H 2.17 1.49 -3.27
```

DFT (wB97M-V/def2-TZVPD) results for the molecule C15H15NO3 in a non-equilibrium geometry.

Results
- LUMO energy: -0.6 eV
- ΔE to the lowest compared entry with this formula, charge and spin: 407.2 kJ/mol
- Orbital gap: 8.63 eV
- Charge: 0
- Spin multiplicity: 1

Structure (XYZ):
```
34
C15H15NO3 | the OMol25 dataset | wB97M-V/def2-TZVPD
C 2.64 1.63 0.15
C 1.47 2.30 -0.16
C 0.31 2.09 0.62
N -0.85 2.85 0.36
O -1.87 2.69 1.08
O -0.82 3.68 -0.58
C 0.35 1.20 1.71
C 1.55 0.58 2.06
C 2.69 0.75 1.26
O 3.89 0.11 1.45
H 3.54 1.80 -0.43
H 1.42 3.01 -0.98
H -0.54 1.04 2.30
H 1.54 -0.01 2.97
C 3.38 -1.76 2.94
C 4.24 -0.52 2.68
C 4.16 0.47 3.84
C 5.70 -0.91 2.47
C 6.68 0.09 2.34
C 8.03 -0.26 2.31
C 8.41 -1.61 2.35
C 7.43 -2.61 2.37
C 6.08 -2.25 2.40
H 3.45 -2.46 2.09
H 3.74 -2.26 3.84
H 2.34 -1.50 3.12
H 4.63 1.42 3.56
H 3.12 0.63 4.13
H 4.70 0.08 4.72
H 6.38 1.14 2.26
H 8.79 0.53 2.29
H 9.47 -1.89 2.33
H 7.69 -3.67 2.40
H 5.32 -3.03 2.39
```

DFT (wB97M-V/def2-TZVPD) results for a structure of composition C15H15NO3Zr in a non-equilibrium geometry.

Results
- LUMO energy: -0.1 eV
- ΔE to the lowest compared entry with this formula, charge and spin: 0.0 kJ/mol
- Orbital gap: 7.27 eV
- Charge: 0
- Spin multiplicity: 1

Structure (XYZ):
```
35
C15H15NO3Zr | the OMol25 dataset | wB97M-V/def2-TZVPD
C 0.17 -1.66 -3.38
C -1.16 -1.74 -2.84
C -1.09 -2.49 -1.62
C 0.28 -2.84 -1.39
C 1.06 -2.31 -2.47
Zr 0.08 -0.41 -1.20
C -0.88 1.23 -2.47
C 0.51 1.47 -2.97
C 0.90 2.24 -4.03
N 1.52 0.70 -2.21
H -1.95 -2.84 -1.04
H -2.07 -1.40 -3.33
H 0.65 -3.50 -0.61
H 2.13 -2.46 -2.62
H 0.44 -1.25 -4.36
H -1.60 0.99 -3.26
H 2.50 0.87 -2.42
H -1.27 2.05 -1.85
H 0.13 2.74 -4.63
H 1.96 2.32 -4.29
O 0.07 2.65 2.52
C -0.06 1.58 3.33
C -0.03 1.79 4.72
C -0.17 0.71 5.58
C -0.32 -0.59 5.08
C -0.32 -0.82 3.71
C -0.21 0.26 2.83
C -0.12 0.05 1.40
O 0.14 -1.09 0.88
O -0.29 1.03 0.56
H -0.06 2.28 1.60
H 0.09 2.81 5.09
H -0.16 0.89 6.66
H -0.43 -1.43 5.77
H -0.41 -1.82 3.28
```